# C15H27FNO3

One molecule with the formula C15H27FNO3 at a distorted geometry (ωB97M-V/def2-TZVPD, the Open Molecules 2025 dataset).

Results
Frontier orbital gap (alpha / beta) in eV: 9.064 / 9.915
2S+1: 2
Expectation value of S²: 0.754

Last columns: bonded neighbours and bond lengths (Å).
Positions of all 47 atoms, in Å:
1 C -2.42 0.07 -3.46  C2 1.537, H21 1.083, H22 1.084, H23 1.087
2 C -2.56 0.31 -1.95  C1 1.537, C3 1.532, H24 1.083, H25 1.087
3 C -1.70 -0.59 -1.05  C2 1.532, F4 1.397, C5 1.536, H26 1.085
4 F -1.52 -1.83 -1.67  C3 1.397
5 C -0.32 -0.04 -0.65  C3 1.536, C6 1.549, C11 1.526, C20 1.549
6 C 0.44 0.24 -1.97  C5 1.549, C7 1.520, H27 1.084, H28 1.088
7 C 1.92 0.55 -1.85  C6 1.520, O8 1.449, H29 1.085, H30 1.084
8 O 2.71 -0.47 -2.51  C7 1.449, C9 1.346
9 C 3.63 -1.09 -1.75  O8 1.346, O10 1.230, H31 1.100
10 O 4.65 -1.60 -2.22  C9 1.230
11 C 0.39 -1.07 0.23  C5 1.526, C12 1.534, H32 1.084, H33 1.087
12 C -0.07 -1.20 1.68  C11 1.534, C13 1.534, C14 1.536, N15 1.506
13 C 1.05 -1.94 2.43  C12 1.534, H34 1.091, H35 1.080, H36 1.084
14 C -1.35 -2.03 1.86  C12 1.536, H37 1.085, H38 1.083, H39 1.087
15 N -0.31 0.14 2.34  C12 1.506, O16 1.276, C17 1.483
16 O 0.06 0.21 3.56  N15 1.276
17 C 0.04 1.35 1.56  N15 1.483, C18 1.540, C19 1.532, C20 1.531
18 C -0.68 2.54 2.23  C17 1.540, H40 1.086, H41 1.084, H42 1.085
19 C 1.54 1.65 1.63  C17 1.532, H43 1.083, H44 1.085, H45 1.087
20 C -0.50 1.29 0.13  C5 1.549, C17 1.531, H46 1.086, H47 1.088
21 H -2.00 -0.90 -3.69  C1 1.083
22 H -3.37 0.16 -3.96  C1 1.084
23 H -1.76 0.81 -3.90  C1 1.087
24 H -2.40 1.36 -1.74  C2 1.083
25 H -3.60 0.12 -1.68  C2 1.087
26 H -2.27 -0.79 -0.15  C3 1.085
27 H 0.28 -0.56 -2.68  C6 1.084
28 H -0.04 1.12 -2.40  C6 1.088
29 H 2.27 0.67 -0.83  C7 1.085
30 H 2.17 1.47 -2.37  C7 1.084
31 H 3.42 -1.18 -0.68  C9 1.100
32 H 1.46 -0.92 0.24  C11 1.084
33 H 0.24 -2.05 -0.22  C11 1.087
34 H 1.29 -2.82 1.83  C13 1.091
35 H 0.72 -2.30 3.39  C13 1.080
36 H 1.95 -1.34 2.49  C13 1.084
37 H -1.29 -2.94 1.27  C14 1.085
38 H -2.25 -1.46 1.65  C14 1.083
39 H -1.41 -2.32 2.91  C14 1.087
40 H -0.50 3.43 1.64  C18 1.086
41 H -0.25 2.71 3.21  C18 1.084
42 H -1.74 2.33 2.34  C18 1.085
43 H 1.81 1.97 2.63  C19 1.083
44 H 2.16 0.81 1.35  C19 1.085
45 H 1.73 2.48 0.96  C19 1.087
46 H -0.05 2.12 -0.40  C20 1.086
47 H -1.56 1.53 0.19  C20 1.088

***

# C15H27FNO6S

An isolated ion of composition C15H27FNO6S and charge +1 at a distorted geometry (ωB97M-V/def2-TZVPD, the Open Molecules 2025 dataset).

Results
Net charge: +1
Frontier orbital gap in eV: 10.338
SMILES string: CCC(=O)OCC[N@@H+]1CC[C@@H](CC(=O)F)[C@@H](CCCS(=O)(=O)O)C1

Last columns: bonded neighbours and bond lengths (Å).
Positions of all 51 atoms, in Å:
1 C 2.26 0.27 2.67  C2 1.540, H25 1.086, H26 1.086, H27 1.089
2 C 3.68 0.00 2.14  C1 1.540, C3 1.503, H28 1.087, H29 1.090
3 C 3.83 -0.96 1.00  C2 1.503, O4 1.199, O5 1.370
4 O 4.87 -1.12 0.42  C3 1.199
5 O 2.72 -1.67 0.64  C3 1.370, C6 1.427
6 C 2.64 -1.97 -0.75  O5 1.427, C7 1.520, H30 1.088, H31 1.090
7 C 1.20 -1.83 -1.21  C6 1.520, N8 1.514, H32 1.087, H33 1.087
8 N 0.84 -0.47 -1.78  C7 1.514, C9 1.501, C24 1.508, H34 1.019
9 C 1.58 0.65 -1.12  N8 1.501, C10 1.509, H35 1.087, H36 1.087
10 C 0.88 1.98 -1.30  C9 1.509, C11 1.549, H37 1.087, H38 1.093
11 C -0.53 1.97 -0.67  C10 1.549, C12 1.551, C16 1.548, H39 1.089
12 C -1.43 2.93 -1.50  C11 1.551, C13 1.501, H40 1.092, H41 1.086
13 C -2.46 3.72 -0.75  C12 1.501, O14 1.174, F15 1.334
14 O -3.10 4.59 -1.23  C13 1.174
15 F -2.63 3.37 0.53  C13 1.334
16 C -1.09 0.53 -0.56  C11 1.548, C17 1.529, C24 1.517, H42 1.097
17 C -2.59 0.46 -0.30  C16 1.529, C18 1.538, H43 1.084, H44 1.093
18 C -3.24 -0.94 -0.25  C17 1.538, C19 1.530, H45 1.092, H46 1.086
19 C -2.53 -2.05 0.52  C18 1.530, S20 1.775, H47 1.086, H48 1.090
20 S -1.96 -1.61 2.15  C19 1.775, O21 1.439, O22 1.423, O23 1.580
21 O -0.53 -1.75 2.16  S20 1.439
22 O -2.54 -0.38 2.57  S20 1.423
23 O -2.57 -2.79 3.00  S20 1.580, H49 0.972
24 C -0.65 -0.24 -1.79  N8 1.508, C16 1.517, H50 1.092, H51 1.086
25 H 1.49 -0.27 2.12  C1 1.086
26 H 2.15 -0.04 3.71  C1 1.086
27 H 2.04 1.34 2.61  C1 1.089
28 H 4.18 0.92 1.86  C2 1.087
29 H 4.27 -0.42 2.95  C2 1.090
30 H 3.35 -1.37 -1.33  C6 1.088
31 H 2.92 -3.01 -0.90  C6 1.090
32 H 0.53 -1.99 -0.37  C7 1.087
33 H 1.03 -2.55 -2.00  C7 1.087
34 H 1.10 -0.46 -2.77  N8 1.019
35 H 1.66 0.44 -0.05  C9 1.087
36 H 2.59 0.68 -1.53  C9 1.087
37 H 1.48 2.76 -0.86  C10 1.087
38 H 0.80 2.22 -2.37  C10 1.093
39 H -0.46 2.40 0.33  C11 1.089
40 H -1.98 2.35 -2.23  C12 1.092
41 H -0.82 3.63 -2.06  C12 1.086
42 H -0.59 0.07 0.30  C16 1.097
43 H -2.81 1.02 0.60  C17 1.084
44 H -3.11 0.98 -1.11  C17 1.093
45 H -3.31 -1.31 -1.28  C18 1.092
46 H -4.27 -0.80 0.09  C18 1.086
47 H -1.70 -2.47 -0.03  C19 1.086
48 H -3.24 -2.86 0.67  C19 1.090
49 H -1.89 -3.10 3.62  O23 0.972
50 H -0.88 0.36 -2.67  C24 1.092
51 H -1.16 -1.19 -1.92  C24 1.086

***

Number 1: total energy -26340.9881 eV. Number 2: total energy -43314.7462 eV.